ORCA calculation (wB97M-V/def2-TZVPD) on a 2-piece molecular cluster, C6H14N2O2 overall at a distorted geometry.

Each line ends with the natural charge from an NBO analysis.
Element x y z (Å)
C (0.399, -0.091, 2.731)  -0.423
N (1.598, 0.368, 1.980)  -0.646
C (1.738, -0.181, 0.635)  0.721
C (3.090, 0.275, 0.018)  -0.720
O (0.980, -0.978, 0.166)  -0.625
H (-0.493, 0.354, 2.465)  0.185
H (0.302, -1.235, 2.623)  0.228
H (0.584, 0.384, 3.715)  0.205
H (1.949, 1.245, 2.104)  0.380
H (3.750, 0.610, 0.753)  0.225
H (3.318, -0.591, -0.555)  0.246
H (2.978, 1.195, -0.558)  0.233
C (-2.321, -1.794, -1.627)  -0.411
N (-1.493, -0.708, -1.273)  -0.636
C (-1.758, 0.579, -1.671)  0.667
C (-1.072, 1.634, -0.888)  -0.710
O (-2.607, 0.795, -2.576)  -0.634
H (-3.174, -2.051, -1.050)  0.187
H (-2.746, -1.731, -2.662)  0.223
H (-1.644, -2.777, -1.592)  0.183
H (-0.816, -1.047, -0.629)  0.429
H (-0.002, 1.490, -0.690)  0.218
H (-1.093, 2.525, -1.531)  0.241
H (-1.468, 1.730, 0.113)  0.234

For the molecular weight, the calculation gives 146.190 g/mol. As for the lowest unoccupied orbital energy: 0.56 eV. The value obtained for the energy above the lowest of the compared OMol25 structures with the same formula, charge and spin is 1.9647 eV.